The following is a quantum chemistry calculation of a 2-piece molecular cluster, C11H17ClOSi overall at a distorted geometry, from the OMol25 dataset.

LUMO (spin up / spin down) ... 0.4 / -0.7 eV
Highest occupied orbital energy (spin up / spin down) ... -7.50 / -7.99 eV
HOMO-LUMO gap (spin up / spin down) ... 7.94 / 7.34 eV
Relative energy (zero: lowest compared OMol25 entry of this formula, charge and spin) ... 0.0 kcal per mole
E ... -1254.17169 Ha

The geometry in XYZ format:
```
31
Properties=species:S:1:pos:R:3:forces:R:3:lowdin_charge:R:1
C 1.095 3.871 -1.802 -1.0 0.3 0.8 -0.12
C 0.157 3.112 -2.514 -0.1 -0.1 0.0 -0.06
C 1.681 3.407 -0.621 -0.2 -0.6 -0.7 -0.09
C -0.023 1.736 -2.081 0.7 0.8 -1.1 -0.11
C 1.477 2.072 -0.271 1.3 -1.3 1.3 -0.10
C 0.724 1.159 -1.050 -0.1 2.1 -0.3 -0.32
C -2.343 -0.740 3.443 -0.8 -0.6 0.9 -0.12
C 3.473 -1.584 -0.945 1.6 -0.1 -1.8 -0.21
C -2.108 -0.951 1.969 -2.4 -2.2 0.4 -0.29
C -2.072 -2.430 1.488 -2.1 1.5 -0.4 -0.29
C -2.122 -2.387 0.010 2.8 -3.1 -0.5 -0.01
O 2.410 -0.888 -0.349 0.3 -0.2 0.8 -0.39
Si 0.880 -0.709 -0.885 -0.4 0.5 1.0 0.28
Cl 0.828 -1.696 -2.662 -0.4 -0.2 -0.9 0.35
H 1.272 4.944 -1.938 -0.3 -0.5 -0.8 0.10
H -0.374 3.692 -3.361 0.7 -1.7 1.3 0.13
H 2.297 4.173 -0.140 -0.1 -0.9 0.5 0.11
H -0.555 0.976 -2.631 -0.7 0.5 -0.6 0.07
H 1.997 1.573 0.592 -0.3 1.1 -0.7 0.11
H -3.186 -1.368 3.912 1.3 0.7 -0.8 0.10
H -1.385 -0.921 3.965 -0.7 0.1 0.2 0.08
H -2.655 0.297 3.557 0.2 0.1 0.4 0.06
H 3.389 -1.357 -2.099 0.6 -0.9 2.1 0.07
H 3.408 -2.750 -0.768 0.3 2.4 -0.2 0.11
H 4.506 -1.090 -0.602 -2.3 -1.4 -0.5 0.12
H -1.173 -0.618 1.759 2.6 1.8 -1.0 0.04
H -2.900 -0.475 1.360 0.6 0.0 0.3 0.12
H -1.324 -3.079 1.837 1.6 -0.3 0.6 0.09
H -2.967 -2.862 1.945 -0.5 -0.3 -0.4 0.11
H -2.868 -1.916 -0.543 -1.2 1.0 -0.6 0.02
H -1.538 -3.192 -0.575 -1.0 1.4 0.9 0.07
```
Forces are in eV/Å.



The following is a quantum chemistry calculation of C25H28N7PdS2SeSi as an isolated structure, from the OMol25 dataset.

LUMO (spin up / spin down) ... 2.1 / 2.1 eV
Highest occupied orbital energy (spin up / spin down) ... -2.62 / -3.70 eV
HOMO-LUMO gap (spin up / spin down) ... 4.72 / 5.80 eV
Relative energy (zero: lowest compared OMol25 entry of this formula, charge and spin) ... 1.2 kcal per mole
Multiplicity ... 3
Charge ... -1
E ... -4967.93940 Ha

The geometry in XYZ format:
```
65
Properties=species:S:1:pos:R:3:forces:R:3:lowdin_spin:R:1
Pd 0.189 -0.017 -0.039 -0.2 0.6 0.2 0.08
N -1.447 2.469 -1.222 -0.1 0.1 0.2 0.00
C -2.235 1.636 -0.505 -0.1 -0.2 0.1 0.00
N -1.795 0.561 0.091 -0.2 0.0 0.1 0.00
C -2.790 -0.074 0.832 0.5 -0.2 0.0 0.00
C -3.990 0.527 0.768 -0.4 0.1 0.0 0.00
S -3.908 1.943 -0.215 -0.1 0.1 0.0 0.00
C -2.471 -1.320 1.555 0.3 0.3 -0.3 0.00
C -3.344 -2.125 2.197 -0.3 -0.1 0.1 0.00
S -2.514 -3.503 2.818 0.1 -0.1 0.0 0.00
C -1.025 -2.881 2.138 -0.2 -0.1 0.1 0.00
N -1.168 -1.749 1.534 0.1 -0.1 0.0 0.01
N 0.163 -3.529 2.278 0.0 0.1 0.1 0.00
H -0.505 2.129 -1.349 0.2 0.0 0.0 0.00
H -1.857 2.998 -1.969 0.0 0.0 -0.1 0.00
H -4.922 0.228 1.223 0.1 0.0 0.0 0.00
H -4.411 -2.017 2.325 0.1 0.0 0.0 0.00
H 0.147 -4.516 2.459 0.0 0.0 0.0 0.00
H 0.893 -3.215 1.647 0.0 0.0 -0.1 0.00
Se 2.063 -2.456 -0.771 0.3 0.1 0.2 0.19
N 2.086 -0.695 -0.174 0.0 -0.3 -0.1 0.20
C 3.234 -0.516 0.534 0.0 -0.1 -0.1 0.05
C 3.677 0.696 1.089 0.1 -0.1 0.1 0.03
C 4.881 0.746 1.770 -0.1 0.0 -0.1 0.08
C 5.678 -0.401 1.916 0.0 0.0 0.0 0.03
C 5.282 -1.602 1.368 -0.1 0.0 0.0 0.07
C 4.061 -1.697 0.653 0.0 0.2 0.0 0.01
N 3.621 -2.826 0.078 0.0 0.0 0.0 0.30
H 3.060 1.576 0.987 0.0 0.0 0.0 0.00
H 5.214 1.687 2.195 0.0 0.0 0.0 0.01
H 6.616 -0.338 2.457 0.0 0.0 0.0 0.00
H 5.892 -2.493 1.462 0.0 0.0 0.0 0.00
C -1.719 -3.542 -1.426 -0.1 0.1 -0.1 0.01
C -1.652 -2.746 -2.703 0.0 -0.2 0.0 0.03
C -2.315 -3.148 -3.852 0.0 0.0 0.1 0.00
C -2.251 -2.423 -5.038 0.1 0.0 0.0 -0.01
C -1.485 -1.262 -5.057 0.0 0.0 0.0 0.00
C -0.805 -0.816 -3.936 0.0 0.1 -0.1 0.03
C 0.038 0.429 -3.953 -0.1 -0.1 -0.1 0.01
C -0.873 -1.557 -2.725 0.0 0.4 0.3 0.10
N -0.167 -1.159 -1.660 0.2 -0.6 -0.3 0.75
H -2.244 -4.487 -1.585 0.0 0.0 0.0 0.00
H -2.244 -2.987 -0.643 0.0 0.0 0.0 0.00
H -0.718 -3.755 -1.040 0.0 0.0 0.0 0.01
H -2.897 -4.066 -3.815 0.0 0.0 0.0 0.00
H -2.762 -2.767 -5.929 0.0 0.0 0.0 0.00
H -1.409 -0.682 -5.974 0.0 0.0 0.0 0.00
H 0.102 0.846 -4.960 0.0 0.0 0.0 0.00
H 1.049 0.222 -3.593 0.0 0.0 0.0 0.00
H -0.378 1.196 -3.290 0.0 -0.1 0.0 0.00
C 1.677 1.510 5.332 0.0 -0.2 0.2 0.00
Si 1.228 2.720 3.985 0.0 0.0 0.0 0.00
C -0.143 3.825 4.616 -0.2 0.1 0.1 0.00
C 2.724 3.775 3.603 0.2 0.1 0.0 0.00
C 0.710 1.828 2.509 -0.1 0.0 -0.2 0.01
C 0.530 1.164 1.501 0.2 -0.2 0.0 0.00
H 2.047 2.023 6.227 0.0 0.0 -0.1 0.00
H 2.454 0.826 4.976 -0.1 0.1 0.0 0.00
H 0.806 0.909 5.613 0.1 0.0 0.0 0.00
H 0.174 4.377 5.509 0.0 0.0 -0.1 0.00
H -1.022 3.227 4.877 0.1 0.1 0.0 0.00
H -0.446 4.550 3.854 0.0 -0.1 0.1 0.00
H 2.972 4.435 4.442 0.0 -0.1 -0.1 0.00
H 2.548 4.392 2.717 0.0 0.0 0.1 0.00
H 3.588 3.134 3.399 -0.1 0.1 0.0 0.00
```
Forces are in eV/Å.



The following is a quantum chemistry calculation of a 4-piece molecular cluster, C23H42FN2O8S3 overall at a distorted geometry, from the OMol25 dataset.

LUMO ... -2.1 eV
Highest occupied orbital energy ... -12.11 eV
HOMO-LUMO gap ... 10.01 eV
Charge ... +1
E ... -2907.22156 Ha

The geometry in XYZ format:
```
79
Properties=species:S:1:pos:R:3:forces:R:3:lowdin_charge:R:1
C 5.279 3.048 -0.709 -0.6 -0.4 0.1 -0.05
C 4.123 3.469 -1.612 0.7 -0.4 0.4 -0.23
O 3.539 4.645 -1.038 -0.2 -0.1 -0.4 0.02
C 2.443 5.179 -1.603 -0.1 0.6 0.1 -0.47
O 2.133 6.311 -1.337 0.0 -0.3 0.1 0.13
C 1.585 4.309 -2.506 -0.1 -0.3 0.1 -0.10
C 0.250 4.987 -2.820 0.4 -0.1 -0.2 -0.15
C -0.798 4.852 -1.733 0.0 0.4 -0.3 -0.08
N -1.486 3.551 -1.706 -0.2 0.0 0.0 0.04
C -0.998 2.314 -2.052 0.9 -0.4 -0.3 -0.01
C -1.946 1.391 -1.848 -0.5 0.2 0.1 -0.02
N -3.056 2.089 -1.389 0.8 -0.4 -0.3 0.19
C -2.744 3.381 -1.328 -1.1 0.1 0.8 -0.24
C -3.739 4.407 -0.894 0.4 0.3 -0.4 -0.04
C -4.717 4.709 -2.051 0.1 -0.3 -0.1 -0.14
F -4.137 4.294 -3.252 0.0 0.2 0.1 -0.05
H 5.998 2.455 -1.271 0.2 0.2 0.0 0.08
H 4.887 2.390 0.070 0.1 0.2 0.2 0.07
H 5.738 3.907 -0.228 0.2 0.0 -0.2 0.09
H 3.409 2.645 -1.641 -0.1 0.1 -0.2 0.11
H 4.503 3.675 -2.614 -0.2 0.2 -0.1 0.13
H 1.453 3.355 -1.992 0.0 0.1 0.0 0.09
H 2.106 4.051 -3.430 0.2 0.2 0.0 0.14
H 0.443 6.054 -2.921 0.0 0.0 0.0 0.12
H -0.118 4.660 -3.794 -0.2 -0.2 0.1 0.13
H -1.571 5.594 -1.917 0.0 0.0 0.0 0.13
H -0.354 5.073 -0.762 0.0 -0.2 0.1 0.15
H -0.011 2.132 -2.430 0.0 0.2 0.0 0.13
H -1.856 0.331 -1.993 -0.4 -0.1 0.1 0.14
H -3.953 1.712 -1.119 0.1 -0.2 0.1 0.18
H -3.207 5.314 -0.621 0.0 0.0 0.1 0.12
H -4.261 4.047 -0.010 0.0 0.0 0.0 0.14
H -4.911 5.774 -2.141 -0.1 0.0 0.1 0.13
H -5.642 4.145 -1.944 -0.1 0.1 0.0 0.12
C -0.341 -0.540 2.164 0.0 -0.1 0.3 -0.21
C -1.005 -1.869 2.549 0.1 0.3 -0.2 -0.22
C -2.502 -1.595 2.744 0.1 -0.3 0.1 -0.20
S -2.895 -0.204 1.682 0.4 -0.2 0.1 0.67
O -3.287 0.925 2.492 -0.2 0.1 -0.2 -0.33
O -3.714 -0.629 0.560 -0.1 0.3 0.0 -0.35
C -1.229 0.073 1.095 0.3 0.0 0.0 -0.25
H 0.669 -0.682 1.786 -0.2 0.1 0.1 0.07
H -0.299 0.121 3.033 0.0 0.0 0.0 0.13
H -0.863 -2.591 1.745 0.0 0.0 0.0 0.11
H -0.569 -2.296 3.445 0.0 -0.1 0.0 0.11
H -3.118 -2.440 2.451 -0.1 0.1 0.0 0.08
H -2.738 -1.305 3.766 -0.1 0.1 0.0 0.12
H -1.066 1.139 0.948 -0.1 0.0 0.0 0.10
H -1.133 -0.462 0.151 0.1 0.0 0.0 0.09
C 5.150 -1.000 -0.805 0.0 0.0 0.1 -0.21
C 5.438 -1.589 0.582 0.0 0.0 -0.1 -0.20
C 4.159 -1.443 1.418 0.3 0.0 0.1 -0.21
S 2.795 -1.467 0.249 0.6 -0.2 -0.4 0.66
O 2.155 -0.169 0.247 -0.1 0.0 0.0 -0.35
O 2.025 -2.674 0.406 -0.3 0.2 0.1 -0.31
C 3.800 -1.571 -1.229 0.2 0.0 -0.1 -0.22
H 5.930 -1.250 -1.522 0.0 0.0 0.0 0.12
H 5.089 0.090 -0.740 0.0 0.0 0.0 0.09
H 5.695 -2.645 0.482 0.0 0.0 0.0 0.12
H 6.277 -1.093 1.066 0.0 0.0 0.0 0.12
H 4.026 -2.261 2.122 -0.1 0.0 0.0 0.11
H 4.123 -0.492 1.945 -0.1 0.0 0.0 0.11
H 3.318 -1.016 -2.031 -0.1 0.0 0.1 0.10
H 3.879 -2.624 -1.497 0.0 0.0 0.0 0.11
C -2.512 -7.702 1.479 -0.1 0.1 0.0 -0.22
C -2.755 -6.519 0.532 0.0 0.0 0.0 -0.21
C -3.229 -5.337 1.388 0.0 -0.1 -0.3 -0.22
S -2.505 -5.582 3.021 0.1 -0.2 -0.1 0.67
O -3.565 -5.807 3.968 0.0 0.1 0.1 -0.31
O -1.502 -4.571 3.266 -0.2 -0.1 0.1 -0.33
C -1.713 -7.142 2.652 0.0 -0.2 -0.1 -0.23
H -1.977 -8.512 0.986 0.0 0.0 0.0 0.12
H -3.466 -8.096 1.835 0.0 0.0 0.0 0.12
H -1.822 -6.259 0.028 0.0 0.0 0.0 0.12
H -3.487 -6.761 -0.236 0.0 0.0 0.0 0.12
H -2.894 -4.380 0.994 0.0 0.0 0.1 0.09
H -4.310 -5.330 1.509 0.0 0.0 0.1 0.11
H -1.734 -7.770 3.539 0.0 0.1 0.1 0.11
H -0.683 -6.928 2.367 0.0 0.0 0.0 0.11
```
Forces are in eV/Å.



The following is a quantum chemistry calculation of one molecule with the formula C13H17N5O4S at a distorted geometry, from the OMol25 dataset.

LUMO ... -0.2 eV
Highest occupied orbital energy ... -8.79 eV
HOMO-LUMO gap ... 8.62 eV
Relative energy (zero: lowest compared OMol25 entry of this formula, charge and spin) ... 397.3 kcal per mole
E ... -1477.84646 Ha

The geometry in XYZ format:
```
40
Properties=species:S:1:pos:R:3:forces:R:3:lowdin_charge:R:1
C -5.770 -1.535 1.602 0.6 7.6 -0.7 -0.02
C -4.581 -0.593 1.029 -13.9 1.8 -1.0 -0.11
C -5.069 0.378 -0.148 -9.0 -7.7 1.8 -0.16
C -4.133 1.280 -0.593 -4.4 -0.8 -5.2 -0.30
O -3.134 0.547 -0.973 3.2 -4.0 -7.5 0.09
C -1.958 0.627 -0.503 1.8 -0.1 5.2 -0.47
O -1.864 1.102 0.620 1.7 0.5 -0.4 0.13
N -0.945 -0.134 -1.096 -8.3 3.6 0.2 0.14
C 0.258 -0.193 -0.701 7.1 -4.5 1.0 -0.22
C 0.980 -1.061 -1.708 6.2 -2.5 1.7 0.07
C 2.408 -1.671 -1.403 -11.7 10.6 10.6 0.13
C 2.937 -0.972 -0.051 4.1 -7.2 -9.5 -0.28
S 4.720 -1.312 0.194 -8.4 -2.1 1.6 0.46
O 5.000 -2.620 -0.180 1.7 -2.1 -3.3 -0.21
O 4.889 -1.121 1.529 1.8 1.9 6.9 -0.24
N 5.233 -0.121 -0.599 7.7 -1.0 -6.5 -0.11
N 5.045 1.165 -0.249 -2.2 -6.5 -5.5 -0.17
C 4.024 1.917 -0.653 -3.3 -2.0 -8.5 -0.31
N 3.967 3.102 -0.340 2.5 0.6 6.3 0.14
N 4.924 2.861 0.911 1.1 -0.8 -0.1 0.08
C 5.489 1.531 0.807 -1.6 12.9 6.7 -0.15
C 2.166 -0.318 0.672 -3.0 4.6 10.0 -0.16
C 0.802 0.001 0.615 5.1 -5.1 -11.5 0.07
H -6.145 -2.170 0.978 -1.7 -3.9 -4.3 0.00
H -6.703 -0.934 1.890 1.4 -0.1 -0.4 0.11
H -5.565 -2.022 2.428 1.7 -2.4 4.2 0.01
H -3.825 -0.959 0.745 10.3 -6.1 -3.7 -0.01
H -4.387 0.065 1.684 1.7 4.5 5.6 0.04
H -5.514 -0.472 -0.994 1.6 2.6 1.6 0.18
H -6.155 0.767 0.191 2.7 -0.1 -0.7 0.16
H -3.836 1.745 0.129 2.9 6.4 8.1 0.05
H -4.649 1.869 -1.300 0.4 1.1 -1.6 0.15
H -1.256 -0.375 -1.974 0.0 -1.1 -2.4 0.13
H 0.621 -1.511 -2.666 -0.6 1.1 1.0 0.10
H 3.010 -1.970 -2.001 7.0 -4.5 -7.6 -0.04
H 6.384 -0.421 -0.759 -3.8 1.6 0.0 0.26
H 3.457 1.599 -1.602 0.9 -0.2 1.5 0.16
H 6.268 1.508 1.441 2.6 -1.6 1.8 0.11
H 2.591 -0.041 1.808 -0.7 -0.5 -3.1 0.20
H 0.317 0.461 1.221 -5.4 5.3 7.6 0.00
```
Forces are in eV/Å.



The following is a quantum chemistry calculation of a 2-piece molecular cluster, C2H2O3 overall at a distorted geometry, from the OMol25 dataset.

LUMO ... 0.3 eV
Highest occupied orbital energy ... -10.25 eV
HOMO-LUMO gap ... 10.53 eV
Relative energy (zero: lowest compared OMol25 entry of this formula, charge and spin) ... 145.5 kcal per mole
E ... -302.89846 Ha

The geometry in XYZ format:
```
7
Properties=species:S:1:pos:R:3:forces:R:3:lowdin_charge:R:1
C -0.528 0.002 1.362 1.0 -2.1 -2.5 -0.06
C 0.172 0.404 -1.411 -0.6 1.5 0.4 -0.13
O -0.364 -0.807 0.446 -0.7 0.7 2.3 -0.05
O 0.350 -0.448 -2.363 -0.7 -1.2 -1.3 0.06
O 1.455 0.102 -1.568 1.4 0.2 0.6 0.03
H -0.297 1.018 1.171 0.0 1.5 -0.2 0.06
H -0.789 -0.272 2.364 -0.4 -0.5 0.7 0.08
```
Forces are in eV/Å.



The following is a quantum chemistry calculation of a 6-piece molecular cluster, C21H44BClO16 overall at a distorted geometry, from the OMol25 dataset.

LUMO ... 0.3 eV
Highest occupied orbital energy ... -10.12 eV
HOMO-LUMO gap ... 10.40 eV
E ... -2515.37229 Ha

The geometry in XYZ format:
```
83
Properties=species:S:1:pos:R:3:forces:R:3:lowdin_charge:R:1
C -0.284 3.770 1.402 -1.3 1.0 0.0 -0.13
C -1.011 3.258 0.013 1.3 -0.4 -0.5 -0.21
C -1.539 1.703 0.056 1.6 -0.6 -1.2 -0.21
O -2.998 1.547 0.168 0.4 2.2 3.1 -0.09
B -3.543 2.194 1.378 -0.9 0.0 -3.1 -0.24
C -4.987 3.015 1.182 0.0 -1.3 -1.8 -0.59
Cl -5.524 3.839 2.757 0.4 -0.6 -1.3 0.51
C -4.944 4.045 -0.097 -0.7 1.3 -0.2 -0.26
C -4.136 5.463 0.237 0.5 -0.8 -0.5 -0.15
H 0.451 2.995 1.881 -1.5 1.4 -1.1 0.08
H 0.284 4.782 1.192 -1.0 -2.1 0.4 0.08
H -1.154 4.053 2.169 2.0 -0.8 -1.4 0.08
H -1.861 3.970 -0.378 1.6 -1.4 1.1 0.10
H -0.160 3.292 -0.823 -1.9 -0.1 1.7 0.12
H -1.238 1.227 -0.996 -0.9 1.0 2.3 0.13
H -0.938 1.052 0.857 -1.5 1.5 -1.4 0.13
H -3.040 2.224 2.441 0.6 -0.3 0.1 0.07
H -5.784 2.173 0.938 1.4 1.8 0.6 0.12
H -4.462 3.572 -1.073 -1.0 0.6 2.4 0.12
H -6.049 4.378 -0.392 2.3 -1.0 0.7 0.11
H -4.869 6.374 0.167 1.6 -1.8 0.4 0.08
H -3.308 5.593 -0.611 -1.8 -0.1 2.0 0.07
H -3.601 5.369 1.294 -1.2 0.5 -2.3 0.07
C 2.213 -3.534 3.346 0.5 -0.2 -0.3 -0.04
O 1.050 -3.027 3.998 -1.0 0.4 -0.6 -0.01
C 0.051 -2.663 3.154 0.0 0.0 -0.1 -0.56
O 0.079 -2.737 1.935 0.0 0.1 1.5 0.09
O -0.984 -2.203 3.901 1.0 -0.4 -0.5 0.00
C -2.115 -1.782 3.140 -0.5 0.2 -0.3 -0.03
H 2.945 -3.793 4.116 -0.4 0.2 0.0 0.10
H 1.974 -4.440 2.780 0.0 0.2 0.0 0.10
H 2.653 -2.773 2.694 -0.1 -0.2 0.0 0.09
H -2.527 -2.618 2.565 0.2 0.2 0.0 0.09
H -1.848 -0.951 2.480 0.0 -0.2 0.0 0.09
H -2.881 -1.434 3.838 0.4 -0.1 0.1 0.10
C 0.818 -1.299 -1.209 -0.1 -0.3 0.6 -0.05
O 0.947 -0.554 -2.419 -0.2 -0.3 -1.1 -0.02
C 0.649 -1.257 -3.541 -0.4 -0.8 0.1 -0.55
O 0.295 -2.425 -3.584 0.6 1.8 0.0 0.12
O 0.812 -0.434 -4.608 -0.8 -1.0 0.8 -0.08
C 0.531 -1.042 -5.867 -0.2 -0.2 -0.6 -0.03
H 1.080 -0.640 -0.377 0.0 0.1 -0.4 0.09
H -0.215 -1.634 -1.070 0.3 -0.1 -0.1 0.10
H 1.506 -2.150 -1.205 -0.3 0.1 -0.1 0.10
H -0.513 -1.367 -5.914 0.3 -0.1 0.1 0.10
H 1.208 -1.883 -6.048 -0.2 0.1 0.1 0.10
H 0.695 -0.295 -6.647 0.1 0.1 0.4 0.10
C -6.533 -6.719 2.939 -0.5 -0.2 -0.1 -0.05
O -5.204 -6.253 3.162 0.7 0.1 -0.7 -0.01
C -4.452 -6.152 2.037 -0.1 -0.1 -0.5 -0.56
O -4.817 -6.421 0.903 0.5 0.4 1.7 0.11
O -3.222 -5.702 2.392 -1.1 -0.3 0.0 -0.02
C -2.316 -5.546 1.301 0.4 0.1 -0.4 -0.05
H -7.043 -6.761 3.905 0.4 0.1 -0.1 0.09
H -7.081 -6.028 2.290 0.2 -0.2 0.0 0.10
H -6.522 -7.727 2.512 0.0 0.3 -0.1 0.10
H -2.695 -4.808 0.586 0.0 -0.3 0.0 0.10
H -2.137 -6.507 0.808 -0.2 0.2 0.0 0.10
H -1.366 -5.181 1.700 -0.3 0.0 0.2 0.08
C 5.272 0.246 5.196 -0.3 -0.2 0.4 -0.05
O 6.064 0.798 4.146 0.0 -0.4 -1.1 -0.01
C 5.914 0.179 2.948 -0.2 -0.2 -0.1 -0.56
O 5.183 -0.772 2.719 1.0 1.3 0.3 0.10
O 6.718 0.801 2.049 -0.6 -0.4 0.9 -0.01
C 6.664 0.251 0.734 0.0 -0.2 -0.5 -0.05
H 5.471 0.818 6.106 0.2 0.0 -0.4 0.09
H 4.206 0.332 4.961 0.2 -0.2 0.0 0.10
H 5.546 -0.798 5.378 -0.2 0.1 -0.1 0.10
H 5.653 0.338 0.321 0.1 -0.2 0.1 0.10
H 6.994 -0.793 0.738 -0.2 0.1 0.0 0.10
H 7.345 0.825 0.100 -0.1 0.1 0.4 0.10
C 2.729 1.484 -4.275 0.4 -0.3 0.8 -0.05
O 2.881 1.917 -5.625 0.3 1.1 -0.4 0.00
C 3.220 3.225 -5.757 0.0 0.2 0.4 -0.56
O 3.395 4.016 -4.843 -0.2 -1.1 -1.4 0.11
O 3.331 3.499 -7.081 -0.1 -0.3 0.9 -0.01
C 3.686 4.849 -7.372 0.1 0.5 -0.1 -0.05
H 2.458 0.425 -4.288 0.5 0.9 -0.2 0.07
H 3.670 1.591 -3.726 -0.2 0.3 -0.1 0.10
H 1.925 2.038 -3.780 0.2 -0.1 -0.1 0.11
H 4.666 5.091 -6.948 -0.3 0.0 0.1 0.10
H 2.921 5.538 -7.001 0.2 -0.1 0.1 0.10
H 3.747 4.956 -8.459 -0.1 -0.3 0.2 0.09
```
Forces are in eV/Å.



- Look up the E of the fourth one.
  -1477.84646 Ha



- The highest E belongs to which entry?
  C2H2O3



- Which of these has the highest E?
  C2H2O3